1.
Here is a structure of composition C2H6CsO2 at a distorted geometry from the OMol25 dataset. Energies are from ωB97M-V/def2-TZVPD.

The calculation puts the energy above the lowest of the compared OMol25 structures with the same formula, charge and spin at 25.2 kcal/mol. The calculation puts the frontier orbital gap at 8.523 eV. The HOMO energy is -12.5191 eV. As for the largest force on an atom: 2.914 eV/A. Its total charge is +1. The calculation puts the total energy at -6807.6581 eV.

Last column: Mulliken charge in e.
Atoms and positions in Å:
Cs -2.774 -0.453 8.778  0.9968
C 0.256 4.501 11.338  -0.2968
C -0.969 4.445 10.414  -0.4030
O -0.864 3.416 9.448  -0.5105
O 1.233 5.370 10.647  -0.5348
H 0.842 3.582 11.309  0.2731
H 0.136 5.011 12.294  0.3008
H -1.086 5.499 10.163  0.2932
H -1.840 4.321 11.058  0.2628
H -0.885 3.848 8.591  0.3267
H 2.074 5.282 11.100  0.2916

***

2.
Here is the molecule C15H17N3OS at a distorted geometry from the OMol25 dataset. Energies are from ωB97M-V/def2-TZVPD.

The calculation puts the energy above the lowest of the compared OMol25 structures with the same formula, charge and spin at 0.0 kcal/mol. The calculation puts the frontier orbital gap at 8.067 eV. The HOMO energy is -7.4682 eV. The SMILES is CC(C)C(=O)N1CCc2cc(-c3csc(N)n3)ccc21. As for the largest force on an atom: 1.190 eV/A. Its total charge is 0. The calculation puts the total energy at -33185.1364 eV.

Last column: Mulliken charge in e.
Atoms and positions in Å:
C -4.758 -1.734 0.525  -1.6436
C -3.337 -1.321 0.147  0.7209
C -2.997 -1.808 -1.265  -1.3815
C -3.223 0.194 0.181  0.3815
O -4.205 0.914 0.193  -0.6683
N -1.985 0.774 0.155  -0.0398
C -1.985 2.242 0.096  -0.9103
C -0.528 2.670 -0.079  -0.6358
C 0.220 1.377 0.041  0.8542
C 1.579 1.191 0.024  -1.1381
C 2.103 -0.100 0.149  0.8909
C 3.546 -0.284 0.123  0.1620
C 4.223 -1.465 0.212  -0.5244
S 5.930 -1.218 0.131  -0.2213
C 5.596 0.515 -0.022  0.4949
N 6.611 1.392 -0.211  -0.4371
N 4.352 0.819 -0.005  -0.4869
C 1.217 -1.163 0.293  -1.5036
C -0.156 -0.979 0.305  -0.4786
C -0.673 0.303 0.172  0.8230
H -5.473 -1.267 -0.147  0.3346
H -4.863 -2.815 0.462  0.4302
H -4.990 -1.415 1.538  0.3708
H -2.648 -1.750 0.879  0.2504
H -3.036 -2.894 -1.306  0.3313
H -2.006 -1.483 -1.574  0.4241
H -3.724 -1.411 -1.971  0.3762
H -2.427 2.628 1.019  0.3250
H -2.628 2.558 -0.729  0.3787
H -0.353 3.128 -1.055  0.2844
H -0.216 3.383 0.684  0.3394
H 2.255 2.025 -0.084  0.5519
H 3.845 -2.460 0.315  0.3870
H 7.534 1.107 0.069  0.2372
H 6.380 2.364 -0.085  0.2535
H 1.598 -2.167 0.399  0.2819
H -0.778 -1.848 0.420  0.1852

***

3.
Here is the molecule C2HBrN2S2 at a distorted geometry from the OMol25 dataset. Energies are from ωB97M-V/def2-TZVPD.

The calculation puts the energy above the lowest of the compared OMol25 structures with the same formula, charge and spin at 117.6 kcal/mol. The calculation puts the frontier orbital gap at 6.417 eV. The HOMO energy is -8.2455 eV. As for the largest force on an atom: 3.136 eV/A. Its total charge is 0. The calculation puts the total energy at -96777.7435 eV.

Last column: Mulliken charge in e.
Atoms and positions in Å:
C -1.181 0.455 0.082  -0.2052
C 1.036 -0.501 0.261  0.3582
N -1.025 -1.641 -1.291  -0.2142
N 0.135 0.586 0.354  -0.0765
S 2.581 -0.443 0.752  -0.2385
S 0.141 -1.947 -0.491  0.2126
Br -2.073 2.000 -0.319  -0.0850
H 0.387 1.492 0.652  0.2486

***

4.
Here is a structure of composition C36H40BrIN7ORuSi2 at a distorted geometry from the OMol25 dataset. Energies are from ωB97M-V/def2-TZVPD.

The calculation puts the energy above the lowest of the compared OMol25 structures with the same formula, charge and spin at 17.3 kcal/mol. The calculation puts the frontier orbital gap (alpha / beta) at 4.877 / 5.677 eV. Its expectation value of S² is 8.8592. The HOMO energy (alpha / beta) is -5.1113 / -7.3774 eV. As for the spin multiplicity: 6. As for the largest force on an atom: 1.532 eV/A. Its total charge is 0. The calculation puts the total energy at -146941.2775 eV.

Last column: Mulliken charge in e.
Atoms and positions in Å:
Ru -0.071 -0.192 -0.262  0.5631
Br -3.734 -6.352 -2.506  -0.2267
C -3.068 -4.615 -2.092  -0.3309
C -3.745 -3.496 -2.566  -0.6412
C -3.253 -2.246 -2.270  -0.6347
C -2.078 -2.057 -1.509  -0.1596
O -1.677 -0.852 -1.295  0.1182
C -1.385 -3.226 -1.034  0.6179
C -0.167 -3.188 -0.317  -1.3355
N 0.514 -2.115 0.061  1.9771
C 1.747 -2.220 0.652  0.3503
C 2.352 -3.412 1.096  -1.0089
C 3.612 -3.397 1.662  -0.9861
C 4.334 -2.224 1.794  -1.1421
C 3.781 -1.010 1.360  1.2794
C 4.460 0.224 1.443  -1.2345
C 3.836 1.368 0.987  -1.4155
C 2.539 1.296 0.504  -0.6391
N 1.865 0.144 0.425  1.2565
C 2.466 -1.000 0.813  -0.1682
C -1.922 -4.492 -1.342  -1.0538
H -4.635 -3.615 -3.164  0.4446
H -3.762 -1.362 -2.627  0.4080
H 0.257 -4.169 -0.113  0.0369
H 1.826 -4.351 1.036  0.4533
H 4.048 -4.328 1.996  0.4066
H 5.318 -2.229 2.234  0.4542
H 5.451 0.263 1.868  0.4230
H 4.332 2.325 1.027  0.4975
H 2.007 2.190 0.202  0.4861
H -1.412 -5.374 -0.984  0.5441
C -0.945 0.611 -3.770  -0.7884
Si -1.106 2.032 -2.508  0.2338
C -2.977 2.479 -2.503  -1.2928
C 0.005 3.380 -3.325  -1.2213
N -0.599 1.753 -0.844  1.1823
C -0.665 2.728 0.080  0.6024
C -1.030 4.055 -0.234  -0.8787
C -1.076 5.056 0.700  -1.1064
C -0.745 4.784 2.030  -1.3300
C -0.399 3.512 2.391  -1.0147
C -0.367 2.435 1.472  0.9172
N -0.110 1.187 1.840  0.7639
Si 0.242 0.628 3.441  0.1825
C -1.137 1.038 4.713  -1.2213
C 0.409 -1.264 3.408  -0.7554
C 1.878 1.376 4.103  -1.1083
H -1.452 0.906 -4.683  0.6008
H -1.402 -0.307 -3.429  -0.0427
H 0.084 0.401 -4.033  0.2497
H -3.362 2.526 -3.517  0.4012
H -3.197 3.427 -2.024  0.3812
H -3.537 1.711 -1.974  0.2805
H -0.222 3.442 -4.384  0.3734
H 1.056 3.120 -3.231  0.2700
H -0.112 4.376 -2.913  0.4363
H -1.279 4.289 -1.251  0.3124
H -1.356 6.055 0.403  0.4197
H -0.762 5.575 2.765  0.4217
H -0.139 3.299 3.413  0.3266
H -2.028 0.441 4.540  0.3009
H -1.432 2.082 4.700  0.3534
H -0.787 0.815 5.716  0.4342
H 0.000 -1.665 2.488  -0.3075
H -0.130 -1.714 4.233  0.6321
H 1.444 -1.578 3.482  0.3723
H 1.828 2.455 4.218  0.3290
H 2.704 1.154 3.435  0.2162
H 2.116 0.956 5.075  0.4336
N -2.896 0.395 1.651  0.0260
C -3.825 0.067 2.565  -0.5574
C -3.705 -1.287 2.781  -1.0108
C -2.658 -1.686 1.940  -0.5701
N -2.175 -0.653 1.277  0.9821
H -2.681 1.309 1.279  -0.0416
H -4.489 0.789 2.993  0.4652
H -4.267 -1.900 3.455  0.4293
H -2.262 -2.672 1.792  0.5091
I 1.891 -3.548 -5.360  0.0721
C 2.127 -1.779 -4.237  -0.7834
C 2.831 -0.704 -4.754  -0.2088
C 2.961 0.421 -3.953  -1.0495
C 2.362 0.427 -2.705  -0.3296
N 1.681 -0.608 -2.221  0.9716
C 1.583 -1.699 -2.965  -0.1523
H 3.262 -0.737 -5.742  0.4256
H 3.524 1.275 -4.298  0.4711
H 2.432 1.291 -2.059  0.3124
H 1.052 -2.540 -2.540  0.3390

***

5.
Here is a structure of composition C21H22As2LiS at a distorted geometry from the OMol25 dataset. Energies are from ωB97M-V/def2-TZVPD.

The calculation puts the frontier orbital gap at 8.589 eV. The HOMO energy is -11.1889 eV. As for the largest force on an atom: 1.170 eV/A. Its total charge is +1. The calculation puts the total energy at -154847.3463 eV.

Last column: Mulliken charge in e.
Atoms and positions in Å:
Li -1.619 1.507 1.713  0.6855
C -1.278 -0.986 5.882  -1.0616
As -0.981 -0.221 4.125  0.5633
C -1.615 -1.548 2.838  -0.6832
C 0.958 -0.126 3.981  -0.8794
S -1.907 1.641 3.946  -0.6398
H -0.686 -1.899 5.981  0.3865
H -2.338 -1.213 6.025  0.3522
H -0.967 -0.265 6.644  0.3557
H -1.261 -2.537 3.127  0.3884
H -1.258 -1.302 1.832  0.1163
H -2.709 -1.549 2.837  0.3040
H 1.387 -1.128 3.991  0.3933
H 1.316 0.427 4.853  0.4230
H 1.264 0.405 3.076  0.1693
C -2.410 -2.778 -3.099  -0.4736
C -1.166 -2.939 -2.515  -0.6992
C -0.626 -1.927 -1.738  0.0376
C -1.337 -0.750 -1.538  0.7366
C -2.598 -0.602 -2.108  -0.3303
C -3.126 -1.609 -2.896  -0.6677
As -0.630 0.734 -0.473  -0.4602
C -0.084 1.947 -1.880  0.0205
C -0.901 2.769 -2.633  -0.6651
C -0.342 3.575 -3.612  -0.6143
C 1.030 3.570 -3.818  -0.7693
C 1.855 2.763 -3.053  -0.5179
C 1.308 1.938 -2.079  0.6273
C 2.043 1.013 -1.218  0.9087
C 3.419 0.820 -1.213  -0.6110
C 3.985 -0.100 -0.347  -0.8109
C 3.192 -0.851 0.507  -0.8764
C 1.817 -0.669 0.509  -0.0314
C 1.241 0.264 -0.339  0.0313
H -2.823 -3.563 -3.713  0.3997
H -0.610 -3.854 -2.663  0.4050
H 0.356 -2.050 -1.295  0.3234
H -3.160 0.313 -1.934  0.2953
H -4.098 -1.486 -3.349  0.4000
H -1.975 2.770 -2.456  0.3538
H -0.980 4.211 -4.206  0.4029
H 1.457 4.201 -4.582  0.4120
H 2.922 2.775 -3.222  0.3896
H 4.049 1.385 -1.880  0.4264
H 5.055 -0.244 -0.343  0.4053
H 3.649 -1.573 1.168  0.4480
H 1.181 -1.263 1.165  0.6305